#i
Here is 2 unconnected molecules or ions with the total composition C3H7NO3 from the OMol25 dataset. Energies are from wB97M-V/def2-TZVPD.

Results
Lowest unoccupied orbital energy ... 0.72 eV
SMILES string ... CC(=O)NC=O.O
HOMO level ... -10.42 eV
Gap between HOMO and LUMO ... 0.410 hartree

Last column: Löwdin charge in e.
Cartesian coordinates (Å):
H 0.499 -1.083 3.187  0.0798
N -0.726 -0.343 0.779  0.1273
C 0.814 -0.151 2.734  -0.0060
H 0.170 -2.164 1.222  0.1314
H 1.144 0.572 3.465  0.0897
O -1.625 -2.376 0.300  0.0714
C -0.740 -1.730 0.785  -0.3184
H -1.430 0.170 0.268  0.1577
H 1.662 -0.462 2.121  0.0959
H 1.006 1.517 -6.088  0.0367
O 0.037 1.522 -6.153  -0.0715
O -0.439 1.626 1.804  0.0769
H -0.202 2.458 -6.212  0.0347
C -0.170 0.442 1.789  -0.5058

***

#ii
Here is C3H7NO3 in the gas phase from the OMol25 dataset. Energies are from wB97M-V/def2-TZVPD.

Results
Lowest unoccupied orbital energy ... 0.34 eV
SMILES string ... NC[C@@H](O)C(=O)O
HOMO level ... -9.72 eV
Gap between HOMO and LUMO ... 0.370 hartree

Last column: Löwdin charge in e.
Cartesian coordinates (Å):
H -2.089 -2.435 0.010  0.0805
H -0.222 -0.857 1.314  0.1901
H 1.310 -0.609 -1.155  0.1861
O -0.452 2.049 0.572  0.1183
H 2.184 0.600 0.332  0.1464
O 1.050 -1.043 -0.207  -0.1106
O 1.659 1.457 0.489  0.1155
H -0.901 -0.281 -1.635  0.1233
H -0.681 -2.701 -0.849  0.0268
C -0.040 -0.287 0.325  -0.3066
C -1.206 -0.635 -0.614  -0.2016
N -1.466 -2.124 -0.766  0.0099
H -2.106 -0.043 -0.310  0.1305
C 0.364 1.170 0.427  -0.5088

***

Which of them is most stable, and which least? Most stable: #i; least stable: #ii.

***

#i
Here is 2 unconnected molecules or ions with the total composition C3H10N3Si from the OMol25 dataset. Energies are from wB97M-V/def2-TZVPD.

Results
Lowest unoccupied orbital energy ... -5.34 eV
HOMO level ... -12.89 eV
Total charge ... +1
Gap between HOMO and LUMO ... 0.278 hartree

Last column: Löwdin charge in e.
Cartesian coordinates (Å):
H -1.720 -1.775 -1.883  0.0323
H 0.658 1.659 0.439  0.0338
N -0.919 3.784 4.403  0.1565
H -1.057 -0.522 -2.863  0.0470
H 0.426 -1.306 1.608  0.0297
N -0.723 2.215 2.731  0.1446
H 1.981 -1.450 0.688  0.0886
C -0.800 -1.270 -2.085  -0.1641
N -0.826 2.908 3.645  -0.3216
H 0.083 1.819 -1.447  0.0926
H 0.556 -2.660 0.448  0.0878
H -0.230 -2.127 -2.529  0.0610
C 0.838 1.340 -0.645  -0.1769
H -1.052 3.704 5.349  0.0700
Si 0.311 -0.504 -0.712  0.9516
H 1.914 1.317 -1.001  0.0587
C 0.834 -1.556 0.664  -0.1919

***

#ii
Here is 2 unconnected molecules or ions with the total composition C3H10N3Si from the OMol25 dataset. Energies are from wB97M-V/def2-TZVPD.

Results
Lowest unoccupied orbital energy ... -5.07 eV
HOMO level ... -14.49 eV
Total charge ... +1
Gap between HOMO and LUMO ... 0.346 hartree

Last column: Löwdin charge in e.
Cartesian coordinates (Å):
H -2.187 -0.964 0.630  0.0506
N 1.980 -1.508 0.584  -0.3062
C 0.859 1.554 0.702  -0.1832
H -0.356 -0.878 -2.119  -0.0018
N 2.764 -1.130 1.257  0.2592
H 0.514 2.313 1.395  0.0413
C -1.997 0.045 1.070  -0.1512
H 0.105 0.698 -2.620  0.0603
C -0.518 0.126 -1.928  -0.1598
H -1.703 -0.066 2.078  0.0193
H -1.541 0.297 -2.181  0.0261
N 1.221 -1.833 -0.243  0.1105
H -2.906 0.669 1.018  0.0560
H 1.643 0.948 1.234  0.0267
Si -0.538 0.570 -0.075  0.9751
H 1.398 1.929 -0.228  0.0674
H 1.262 -2.770 -0.573  0.1098

***

Which of them is most stable, and which least? Most stable: #ii; least stable: #i.

***

#i
Here is 2 unconnected molecules or ions with the total composition C3H4INS from the OMol25 dataset. Energies are from wB97M-V/def2-TZVPD.

Results
Lowest unoccupied orbital energy ... 0.54 eV
SMILES string ... c1cscn1.I
HOMO level ... -9.42 eV
Gap between HOMO and LUMO ... 0.366 hartree

Last column: Löwdin charge in e.
Cartesian coordinates (Å):
H 1.503 -1.942 -1.883  0.0879
S 0.741 -1.646 0.486  0.8950
I -3.473 -0.079 -0.054  0.3604
C 1.651 0.101 -1.113  -0.2588
N 1.399 0.791 0.077  -0.0430
H -4.587 -1.249 -0.058  -0.3455
C 1.218 -1.169 -1.113  -0.4446
H 2.172 0.572 -1.984  0.1176
H 0.667 0.351 2.010  0.0632
C 0.975 0.062 1.029  -0.4322

***

#ii
Here is a molecular structure, C3H4INS from the OMol25 dataset. Energies are from wB97M-V/def2-TZVPD.

Results
Lowest unoccupied orbital energy (spin up / spin down) ... -1.72 / -1.84 eV
HOMO level (spin up / spin down) ... -8.35 / -8.21 eV
Gap between HOMO and LUMO (spin up / spin down) ... 0.244 / 0.234 hartree

Last column: Löwdin charge in e.
Cartesian coordinates (Å):
H -2.167 -0.648 0.202  0.0867
S 0.071 -1.473 0.632  0.8939
H -1.248 1.441 -1.139  0.1238
H -1.281 0.386 1.344  0.0968
C -0.662 0.664 -0.682  -0.1651
I 2.775 0.931 1.437  -0.0023
C -1.202 -0.193 0.419  -0.3980
N 0.539 0.450 -1.054  -0.0225
H 2.038 -1.003 -0.760  0.0380
C 1.137 -0.554 -0.399  -0.6512

***

Which of them is most stable, and which least? Most stable: #i; least stable: #ii.

***

#i
Here is C5H6N2S in the gas phase from the OMol25 dataset. Energies are from wB97M-V/def2-TZVPD.

Results
Lowest unoccupied orbital energy ... -0.98 eV
SMILES string ... S=CC1=NN2C[C@H]2C1
HOMO level ... -9.19 eV
Gap between HOMO and LUMO ... 0.301 hartree

Last column: Löwdin charge in e.
Cartesian coordinates (Å):
C 0.612 0.019 2.368  -0.6206
H 0.617 1.477 -0.135  0.0914
N -0.612 -1.291 -0.969  -0.0204
C 0.307 -0.323 0.901  -0.3647
H -0.006 -0.507 3.118  0.0619
C -1.363 -0.062 -1.260  -0.1225
H 0.412 -0.134 -2.519  0.1731
H -1.883 -0.341 -2.197  0.1153
H 1.898 0.317 -0.329  0.0948
S 1.451 1.288 2.728  0.7656
N -0.426 -1.313 0.540  0.1379
C 0.868 0.460 -0.289  -0.1027
H -1.922 0.535 -0.541  0.1249
C 0.049 -0.125 -1.415  -0.3340

***

#ii
Here is 2 unconnected molecules or ions with the total composition C5H6N2S from the OMol25 dataset. Energies are from wB97M-V/def2-TZVPD.

Results
Lowest unoccupied orbital energy (spin up / spin down) ... -1.80 / -1.90 eV
HOMO level (spin up / spin down) ... -8.52 / -8.30 eV
Gap between HOMO and LUMO (spin up / spin down) ... 0.247 / 0.235 hartree

Last column: Löwdin charge in e.
Cartesian coordinates (Å):
C -2.190 -1.109 0.003  -0.0811
N -0.342 0.174 -0.088  -0.1276
H -0.244 -1.785 0.902  0.1442
H -1.365 1.819 -0.895  0.1184
C 0.900 0.726 0.022  -0.1557
N -2.435 0.025 -0.765  0.0765
S 1.493 1.513 -2.394  0.0344
C -1.351 0.758 -0.800  -0.1870
H 2.894 0.968 0.435  0.0629
C -0.889 -0.959 0.443  -0.0828
H -2.876 -1.929 0.084  0.1003
C 2.113 0.262 0.737  -0.1110
H 1.929 0.311 1.860  0.1138
H 2.363 -0.774 0.458  0.0947

***

#iii
Here is C5H6N2S in the gas phase from the OMol25 dataset. Energies are from wB97M-V/def2-TZVPD.

Results
Lowest unoccupied orbital energy ... -0.77 eV
SMILES string ... CC(=S)n1ccnc1
HOMO level ... -8.94 eV
Gap between HOMO and LUMO ... 0.300 hartree

Last column: Löwdin charge in e.
Cartesian coordinates (Å):
H -1.309 1.107 0.509  0.0325
H 1.118 0.104 1.318  0.0863
C 0.388 -2.073 -0.956  -0.1863
H -0.072 2.061 -0.379  0.1260
C 0.892 -0.687 0.706  -0.0416
C -0.690 0.092 -1.150  -0.7028
S -1.017 -0.287 -2.802  0.6446
N 0.103 -0.789 -0.474  -0.1022
H -1.644 1.961 -1.047  0.0884
H 0.006 -2.430 -1.944  0.0927
H 2.096 -2.141 1.692  0.0730
C 1.461 -1.914 0.919  -0.1029
C -0.972 1.356 -0.396  -0.0773
N 1.052 -2.798 -0.096  0.0696

***

#iv
Here is C5H6N2S in the gas phase from the OMol25 dataset. Energies are from wB97M-V/def2-TZVPD.

Results
Lowest unoccupied orbital energy ... -0.09 eV
SMILES string ... C=CC1(S)C=NN=C1
HOMO level ... -9.73 eV
Gap between HOMO and LUMO ... 0.354 hartree

Last column: Löwdin charge in e.
Cartesian coordinates (Å):
C 0.044 -0.039 -0.027  -0.7772
C -0.985 -0.204 -1.112  -0.1595
C 0.557 1.388 -0.007  -0.2533
H 2.489 0.837 -0.571  0.0357
H -0.502 0.042 2.215  0.1655
N -2.073 0.048 0.777  0.0454
N -2.228 -0.060 -0.740  0.0940
C -0.889 0.060 1.120  -0.2838
S 1.473 -1.247 0.130  0.6952
H 2.174 2.817 -0.074  0.1308
C 1.777 1.668 -0.257  -0.0626
H -0.991 -0.415 -2.187  0.1195
H -0.388 2.099 0.533  0.2072
H 0.744 -2.586 -0.559  0.0431

***

Which of them is most stable, and which least? Most stable: #iii; least stable: #ii.